Record 1
# C6H15NO

A cluster of 2 separate species, C6H15NO in total in a non-equilibrium geometry (the ωB97M-V functional and the def2-TZVPD basis, the Open Molecules 2025 dataset).

XYZ file:
```
23
Properties=species:S:1:pos:R:3:forces:R:3
C -1.2514 -0.9923 2.9179 -1.0 0.6 0.8
C -0.2752 0.2056 3.0796 -1.1 -2.0 -0.7
C 0.1718 0.6873 1.7307 2.3 0.7 0.1
N 0.7111 1.9635 1.7155 -0.6 -0.9 0.0
O 0.3758 -0.0173 0.7631 -0.7 -0.4 0.1
H -1.2949 -1.3044 1.8839 0.0 -0.2 -0.1
H -2.2573 -0.7132 3.2561 0.0 0.2 -0.4
H -1.0612 -1.8514 3.5602 0.6 0.0 -0.1
H -0.6532 0.9972 3.6805 -0.5 0.7 0.5
H 0.5521 -0.2255 3.6086 1.0 0.3 0.0
H 1.1195 2.1436 0.8113 -0.1 0.7 0.1
H 0.3043 2.6752 2.2936 0.2 0.3 -0.1
C 1.2025 0.5166 -3.2137 0.0 -0.1 0.8
C 0.6516 -0.7498 -2.5681 -0.3 0.5 0.0
C -0.8554 -0.8361 -2.3073 1.0 0.9 1.6
H 0.6503 0.7216 -4.1292 0.4 0.2 -0.2
H 2.2777 0.3790 -3.3400 -0.1 0.0 -0.6
H 1.1467 1.3847 -2.5494 -0.4 0.0 0.0
H 0.9350 -1.5827 -3.1765 0.3 -0.7 -0.5
H 1.1327 -0.9145 -1.6042 0.0 0.1 0.1
H -1.1101 -0.0202 -1.6218 0.0 0.0 0.1
H -1.5673 -0.7399 -3.1062 0.0 -0.5 -0.7
H -0.9050 -1.7271 -1.6846 -0.9 -0.3 -0.3
```
Forces are in eV/Å.

Properties
ΔE to the lowest compared entry with this formula, charge and spin: 19.47 kcal per mole
Frontier orbital gap: 10.9 eV
E: -367.60027 Eh
SMILES: CCC(N)=O.CCC

How positive or negative is each atom? The natural (NBO) charges in e answer that:
1. C -0.6130
2. C -0.5138
3. C 0.6806
4. N -0.8330
5. O -0.6173
6. H 0.2374
7. H 0.2033
8. H 0.2105
9. H 0.2100
10. H 0.2437
11. H 0.4026
12. H 0.3892
13. C -0.6054
14. C -0.3893
15. C -0.6150
16. H 0.1995
17. H 0.2054
18. H 0.1938
19. H 0.1830
20. H 0.2114
21. H 0.2020
22. H 0.2006
23. H 0.2136

***

Record 2
# C2H6Cl3N2

A structure of composition C2H6Cl3N2 in a non-equilibrium geometry (the ωB97M-V functional and the def2-TZVPD basis, the Open Molecules 2025 dataset).

XYZ file:
```
13
Properties=species:S:1:pos:R:3:forces:R:3
C 0.5387 0.1631 -0.2379 2.2 -3.5 -0.5
C 1.4195 -2.1286 0.5113 0.2 1.0 -1.9
N 0.5369 0.6783 0.9456 -0.7 2.5 2.7
N -0.5455 -0.5047 -0.7522 -1.5 -1.5 -2.9
Cl 0.0126 -3.0821 0.0700 0.0 -0.7 0.1
Cl 2.8755 -2.5171 -0.3878 -0.4 -0.2 0.2
Cl 1.5879 -1.9449 2.1599 0.2 0.2 1.2
H 1.3851 -0.1386 -0.8600 0.6 1.5 0.5
H -0.2845 0.4754 1.5748 1.4 0.6 -0.8
H 1.1999 1.4425 1.2536 -1.0 -1.6 -0.6
H -0.3824 -0.6671 -1.8116 -0.6 0.3 2.2
H -1.4610 -0.0987 -0.6385 -0.4 0.5 0.1
H -0.6525 -1.7437 -0.3311 0.1 0.9 -0.4
```
Forces are in eV/Å.

Properties
ΔE to the lowest compared entry with this formula, charge and spin: 65.40 kcal per mole
Charge: +1
Frontier orbital gap: 7.5 eV
E: -1569.49518 Eh

How positive or negative is each atom? The natural (NBO) charges in e answer that:
1. C 0.2488
2. C -0.4743
3. N -0.7359
4. N -0.7730
5. Cl 0.2007
6. Cl 0.0495
7. Cl 0.1073
8. H 0.2675
9. H 0.4282
10. H 0.4621
11. H 0.4550
12. H 0.4342
13. H 0.3298

***

Record 3
# C4H10FNO

A cluster of 2 separate species, C4H10FNO in total in a non-equilibrium geometry (the ωB97M-V functional and the def2-TZVPD basis, the Open Molecules 2025 dataset).

XYZ file:
```
17
Properties=species:S:1:pos:R:3:forces:R:3
C -2.0857 0.6345 -0.8561 -1.4 3.1 0.8
C -0.8209 0.0862 -0.4291 3.4 -0.9 0.0
N -0.9294 -0.8706 0.6662 -1.3 1.8 1.9
F -0.3041 -0.6190 -1.5521 -0.2 0.0 0.8
C 0.2659 1.1810 -0.1034 -1.5 -0.8 -2.5
O 0.9998 1.6258 -0.9385 0.0 0.1 0.7
H -2.3578 1.6502 -0.4281 0.5 -1.2 0.0
H -2.8339 -0.0342 -0.6070 -1.7 -1.3 0.7
H -2.1574 0.7826 -1.8902 0.4 0.2 -1.6
H -0.5363 -0.6226 1.6060 -0.7 0.6 -1.4
H -0.4371 -1.6783 0.4919 1.2 -2.2 -1.2
H 0.1298 1.4872 0.9034 0.4 1.0 1.5
C 2.2003 -0.7764 0.6241 1.6 0.9 0.6
H 2.0296 -1.0441 -0.4391 1.2 0.0 0.5
H 2.6297 -1.5857 1.3083 -1.8 0.6 -0.9
H 1.2476 -0.2501 0.7674 0.6 -1.2 1.4
H 2.9600 0.0334 0.8763 -0.7 -0.7 -1.3
```
Forces are in eV/Å.

Properties
ΔE to the lowest compared entry with this formula, charge and spin: 47.83 kcal per mole
Frontier orbital gap: 10.4 eV
E: -388.19433 Eh
SMILES: C[C@@](N)(F)C=O.C

How positive or negative is each atom? The natural (NBO) charges in e answer that:
1. C -0.6518
2. C 0.3877
3. N -0.8622
4. F -0.3682
5. C 0.3955
6. O -0.4779
7. H 0.2190
8. H 0.2374
9. H 0.2444
10. H 0.3720
11. H 0.3824
12. H 0.1133
13. C -0.8740
14. H 0.2406
15. H 0.2296
16. H 0.1876
17. H 0.2248

***

Record 4
# C9H18CdFO4S

A structure of composition C9H18CdFO4S in a non-equilibrium geometry (the ωB97M-V functional and the def2-TZVPD basis, the Open Molecules 2025 dataset).

XYZ file:
```
34
Properties=species:S:1:pos:R:3:forces:R:3
C 3.2353 -0.4812 1.2378 -0.5 0.3 0.3
C 2.6056 0.2752 0.0086 1.0 -0.7 -0.9
C 3.4556 -0.1899 -1.2755 -0.1 0.3 1.1
C 1.0927 -0.0712 -0.2857 0.2 0.8 -0.5
C 0.4992 0.9378 -1.3783 -0.7 -1.2 0.6
C 0.1635 -0.1615 0.9781 0.3 -1.7 -0.6
O -0.8943 0.8417 0.9798 -1.8 -1.6 2.0
C -2.1334 0.2801 1.1915 1.1 4.2 -4.0
C -2.7293 -0.3879 -0.1108 0.9 -2.1 0.7
C -2.8395 -1.9800 0.0315 0.0 0.3 -0.5
O -3.4092 -2.4511 -1.1972 0.5 0.2 0.9
S -3.2764 1.7016 1.5876 -4.7 2.8 0.0
O -4.5330 1.1976 2.1889 4.0 0.7 -0.9
O -3.5061 2.5546 0.3841 1.8 -2.5 2.8
F -2.4822 2.6748 2.6639 -0.9 -2.1 -1.7
H 2.7923 -0.1289 2.2156 0.6 -0.3 -1.0
H 3.0504 -1.5947 1.1954 0.3 1.1 -0.2
H 4.3429 -0.2753 1.2474 -1.2 -0.3 0.1
H 2.7907 1.3919 0.1036 -0.5 -1.1 0.3
H 4.5505 -0.0746 -1.0310 -1.1 -0.3 -0.3
H 3.2769 0.4510 -2.1767 0.0 -0.8 0.6
H 3.1856 -1.2708 -1.4418 0.6 1.1 -0.2
H 1.0699 -1.0820 -0.7883 0.1 0.9 0.7
H -0.3230 0.4408 -1.9765 0.7 0.8 0.6
H 0.1604 1.9110 -0.9198 -0.2 -1.3 -0.3
H 1.3029 1.2275 -2.1774 -1.5 -2.7 0.7
H 0.6845 -0.0977 1.9646 -0.4 0.2 -0.9
H -0.3561 -1.1676 0.9471 0.6 1.0 0.2
H -1.9766 -0.2034 -0.9366 -0.6 0.0 1.1
H -3.6989 0.0537 -0.4569 0.6 -0.4 0.9
H -1.8318 -2.4643 0.1539 -0.7 0.7 0.1
H -3.4448 -2.2678 0.9303 0.2 0.2 -1.1
H -2.6883 -2.4283 -1.8457 -0.4 -0.2 0.1
Cd 1.8639 2.8392 -2.0114 1.9 3.6 -0.4
```
Forces are in eV/Å.

Properties
Charge: +1
Frontier orbital gap: 2.7 eV
E: -1319.89785 Eh

How positive or negative is each atom? The natural (NBO) charges in e answer that:
1. C -0.6279
2. C -0.2172
3. C -0.6181
4. C -0.2608
5. C -0.6643
6. C -0.0900
7. O -0.4203
8. C 0.3084
9. C -0.5333
10. C -0.0597
11. O -0.6858
12. S 2.1965
13. O -0.8136
14. O -0.8084
15. F -0.4470
16. H 0.2138
17. H 0.2214
18. H 0.2432
19. H 0.2014
20. H 0.2395
21. H 0.1932
22. H 0.2190
23. H 0.2343
24. H 0.2547
25. H 0.2249
26. H 0.1515
27. H 0.2447
28. H 0.2038
29. H 0.2354
30. H 0.3075
31. H 0.1671
32. H 0.2170
33. H 0.4675
34. Cd 0.5016

***

Record 5
# C15H24Cl3N6O4PtSSeSi

A structure of composition C15H24Cl3N6O4PtSSeSi (the ωB97M-V functional and the def2-TZVPD basis, the Open Molecules 2025 dataset).

XYZ file:
```
56
Properties=species:S:1:pos:R:3:forces:R:3
Pt 1.2029 -1.1501 -0.7455 0.6 0.4 -0.2
C 6.1497 -1.8239 -0.8302 0.0 0.0 0.0
O 5.5794 -0.5001 -0.9209 0.1 0.0 0.0
C 4.2862 -0.4142 -0.6682 -0.1 0.0 0.0
O 3.5824 -1.3549 -0.3253 0.1 -0.1 0.0
N 3.8374 0.8542 -0.8229 0.1 0.1 -0.1
N 2.4971 1.1395 -0.5593 -0.1 -0.1 0.1
H 7.2230 -1.6751 -0.8560 0.0 0.0 0.0
H 5.8238 -2.4211 -1.6788 0.0 0.0 0.0
H 5.8461 -2.3036 0.0959 0.0 0.0 0.0
H 4.5072 1.5923 -0.9725 0.0 0.0 0.0
H 2.1586 1.8337 -1.2126 0.0 0.0 0.0
H 2.3628 1.4405 0.4018 0.0 0.0 0.0
O -3.1536 -2.1994 -1.3828 -0.1 0.1 -0.1
N -2.7954 -2.6880 -0.3707 0.1 -0.1 0.1
O -1.7944 -2.6121 0.2706 -0.1 0.0 0.0
C 0.4552 1.8198 4.5442 0.0 0.0 0.0
C 1.7529 1.0720 4.2258 0.0 0.0 0.0
C 1.5089 -0.0795 3.3048 0.0 -0.1 0.0
N 1.4435 0.0195 2.0273 0.1 0.1 0.0
N 1.1321 -1.1634 1.4081 -0.2 -0.1 -0.1
C 0.9784 -2.1750 2.2346 0.0 0.2 0.1
N 0.7003 -3.4245 1.8724 -0.1 0.0 0.0
S 1.1957 -1.6969 3.8836 0.0 0.1 0.0
H 0.6557 2.6647 5.2012 0.0 0.0 0.0
H -0.2625 1.1673 5.0430 0.0 0.0 0.0
H -0.0028 2.1965 3.6295 0.0 0.0 0.0
H 2.2189 0.7120 5.1438 0.0 0.0 0.0
H 2.4696 1.7370 3.7435 0.0 0.0 0.0
H 0.5816 -3.6466 0.8970 0.0 0.0 0.0
H 0.5639 -4.1507 2.5511 0.0 0.0 0.0
C -5.7039 2.9193 -0.7785 0.0 0.0 0.0
C -4.4315 2.2021 -1.1157 0.0 0.0 0.0
C -3.5335 1.8172 -0.1184 0.0 0.0 0.0
C -2.3652 1.1426 -0.4042 0.1 0.0 0.0
C -1.4377 0.7857 0.7196 0.0 0.0 0.0
C -2.0694 0.8391 -1.7597 -0.1 0.1 0.0
Se -0.5521 -0.1200 -2.2752 -0.1 -0.1 0.2
C -2.9601 1.2404 -2.7920 0.1 -0.1 0.0
C -2.7373 0.9757 -4.2589 0.0 0.0 0.0
C -4.1201 1.9054 -2.4367 0.0 0.0 0.0
H -5.7822 3.1205 0.2880 0.0 0.0 0.0
H -6.5671 2.3226 -1.0789 0.0 0.0 0.0
H -5.7656 3.8673 -1.3148 0.0 0.0 0.0
H -3.7604 2.0578 0.9136 0.0 0.0 0.0
H -1.8437 1.1305 1.6699 0.0 0.0 0.0
H -0.4569 1.2447 0.5870 0.0 0.0 0.0
H -1.2808 -0.2907 0.7801 0.0 0.0 0.0
H -1.8364 0.4103 -4.4714 0.0 0.0 0.0
H -2.6791 1.9236 -4.7963 0.0 0.0 0.0
H -3.5839 0.4230 -4.6674 0.0 0.0 0.0
H -4.8084 2.2007 -3.2215 0.0 0.0 0.0
Cl -0.4587 -4.1407 -2.3238 0.0 0.0 0.0
Si 1.3183 -3.2088 -1.8223 -0.1 -0.2 -0.1
Cl 2.4090 -4.6722 -0.8444 0.0 0.1 0.0
Cl 2.3022 -2.8659 -3.6107 0.0 0.0 0.0
```
Forces are in eV/Å.

Properties
ΔE to the lowest compared entry with this formula, charge and spin: 3.33 kcal per mole
Expectation value of S²: 6.03
Charge: +1
Frontier orbital gap (alpha / beta): 7.7 / 6.5 eV
E: -5804.28409 Eh
Spin multiplicity: 5

How positive or negative is each atom? The natural (NBO) charges in e answer that:
1. Pt 0.6722
2. C -0.2576
3. O -0.4889
4. C 0.8945
5. O -0.6827
6. N -0.4727
7. N -0.6742
8. H 0.2102
9. H 0.2036
10. H 0.2041
11. H 0.4063
12. H 0.3860
13. H 0.3955
14. O -0.2426
15. N 0.5477
16. O -0.2995
17. C -0.5949
18. C -0.4505
19. C 0.0850
20. N -0.2953
21. N -0.4319
22. C 0.2739
23. N -0.7598
24. S 0.3971
25. H 0.2301
26. H 0.2139
27. H 0.2118
28. H 0.2310
29. H 0.2362
30. H 0.4324
31. H 0.4220
32. C -0.6430
33. C 0.0823
34. C -0.2310
35. C -0.0137
36. C -0.6412
37. C -0.1822
38. Se 0.2410
39. C 0.0197
40. C -0.6538
41. C -0.2316
42. H 0.2236
43. H 0.2390
44. H 0.2370
45. H 0.2163
46. H 0.2228
47. H 0.2176
48. H 0.2303
49. H 0.2304
50. H 0.2377
51. H 0.2406
52. H 0.2215
53. Cl -0.3872
54. Si 0.8677
55. Cl -0.3795
56. Cl -0.3668